[1]
Here is a structure of composition CH4N2S in a non-equilibrium geometry from the OMol25 dataset. Energies are from the ωB97M-V functional and the def2-TZVPD basis.

Its molar mass is 76.12 g mol⁻¹. Its energy above the lowest of the compared OMol25 structures with the same formula, charge and spin is 414.6 kJ/mol.

XYZ file:
```
8
Properties=species:S:1:pos:R:3:nbo_charge:R:1
H -1.4052 1.3009 -0.3620 0.15
H 2.8524 -0.2852 1.0049 0.06
H -1.4070 -1.8206 0.3679 0.37
S 1.6420 -0.5208 -0.3081 0.26
H 0.6404 1.5074 -0.3380 0.38
N 0.4490 0.4339 0.0158 -0.86
N -1.7728 -0.7934 -0.1856 -0.65
C -0.9988 0.1778 -0.1948 0.29
```

[2]
Here is the molecule C5H7NO from the OMol25 dataset. Energies are from the ωB97M-V functional and the def2-TZVPD basis.

Its molar mass is 97.12 g mol⁻¹. Its energy above the lowest of the compared OMol25 structures with the same formula, charge and spin is 330.1 kJ/mol.

XYZ file:
```
14
Properties=species:S:1:pos:R:3:nbo_charge:R:1
C 0.4843 -1.1916 -0.1095 0.32
H 1.8326 -2.3076 -0.8879 0.35
H -0.9007 -0.6635 1.6131 0.24
H -0.2958 2.2585 -1.6450 0.16
C -0.7731 0.6485 -0.2978 -0.22
H -1.6914 -1.3457 -1.0414 0.24
C -0.3954 -0.3898 0.6979 -0.25
H 0.6642 0.0636 -2.0976 0.47
C 0.2460 1.5569 -0.9920 -0.07
H -1.7366 1.1172 -0.0894 0.23
H 0.8175 2.1389 -0.2630 0.19
O 1.1700 0.8107 -1.7433 -0.70
N 1.5652 -1.8296 -0.0296 -0.63
C -0.8105 -0.7886 -0.7412 -0.33
```

[3]
Here is a structure of composition C4H12NO3 in a non-equilibrium geometry from the OMol25 dataset. Energies are from the ωB97M-V functional and the def2-TZVPD basis.

Its molar mass is 122.14 g mol⁻¹. Its total charge is +1. Its energy above the lowest of the compared OMol25 structures with the same formula, charge and spin is 1212.8 kJ/mol.

XYZ file:
```
20
Properties=species:S:1:pos:R:3:nbo_charge:R:1
H 1.1329 0.6471 -0.1199 -0.08
O -0.3720 -0.6122 -0.4915 -0.43
H 1.8129 3.1700 1.9678 0.50
H -0.8207 -2.5326 -0.6961 0.21
H 0.4477 2.9322 0.2382 0.45
O 1.2828 2.5571 1.4442 -0.87
C -0.8814 1.5895 -0.6426 -0.36
H -0.8124 3.5733 -0.8976 0.42
C -0.2052 0.4389 0.0903 0.69
C -0.3007 -4.3239 0.0746 -0.24
H -1.8259 1.7803 -0.0788 0.35
O -0.2882 0.6270 1.4249 -0.64
H -1.1038 -4.2239 0.7915 0.21
H 0.8285 -3.1127 -1.2754 0.21
H 0.2970 -5.2246 0.0589 0.21
N -0.1974 2.8094 -0.6304 -0.41
H 0.5267 1.2129 1.5534 0.52
H -1.2152 1.1056 -1.5957 0.33
C -0.1439 -3.3560 -0.8640 -0.31
H 1.8383 0.9427 -0.3515 0.23
```

[4]
Here is the molecule C4H3ClFNO in a non-equilibrium geometry from the OMol25 dataset. Energies are from the ωB97M-V functional and the def2-TZVPD basis.

Its molar mass is 135.52 g mol⁻¹. Its energy above the lowest of the compared OMol25 structures with the same formula, charge and spin is 77.4 kJ/mol.

XYZ file:
```
11
Properties=species:S:1:pos:R:3:nbo_charge:R:1
C -1.8173 0.1798 0.3946 0.12
H -1.7631 -0.1175 1.4763 0.20
H 2.4616 0.8014 -1.4750 0.24
C 1.6351 0.2844 -0.8391 -0.12
F -2.2811 1.5100 0.3329 -0.33
O 0.3951 -0.7933 0.6552 -0.41
Cl -2.7530 -0.8828 -0.6004 0.03
C -0.3572 0.0905 0.0328 0.42
H 2.5288 -1.1639 0.7786 0.23
C 1.6938 -0.6009 0.2328 0.03
N 0.2574 0.6923 -0.9888 -0.43
```

[5]
Here is a cluster of 2 separate species, C29H44N4P in total in a non-equilibrium geometry from the OMol25 dataset. Energies are from the ωB97M-V functional and the def2-TZVPD basis.

Its molar mass is 479.67 g mol⁻¹. Its total charge is +1. Its energy above the lowest of the compared OMol25 structures with the same formula, charge and spin is 137.1 kJ/mol.

XYZ file:
```
78
Properties=species:S:1:pos:R:3:lowdin_charge:R:1
N -1.9550 1.4613 3.7581 -0.22
H -5.1511 2.3849 2.9659 0.11
C 1.7304 0.5940 3.8113 -0.62
C 5.5733 0.2090 -1.8762 0.00
H 3.0423 -0.2068 5.3662 0.10
H -5.9264 -1.5611 -5.2903 0.08
C 3.1375 0.1248 -1.7399 -0.23
N 0.3459 1.1550 3.8344 -0.22
C 0.0545 2.4927 3.5081 -0.07
H 7.3260 -1.2397 -5.4929 0.08
H -4.8687 -0.0425 2.7515 0.10
C 4.3113 -1.2987 -3.3427 0.00
C -6.0313 -2.8249 -2.8563 -0.08
H 6.5493 0.5776 -1.5517 0.12
C 4.3895 0.6397 -1.3141 -0.04
H 4.3192 -2.0561 -4.1353 0.13
H -3.8455 3.4470 3.5069 0.09
H -3.6282 1.9089 5.7267 0.10
C -1.8567 0.0184 -1.8757 -0.21
C -3.4313 1.2883 3.6638 -0.62
H -5.8326 -3.5536 -3.6572 0.08
H 0.6345 -1.0604 -1.9003 0.10
H 1.9460 1.0871 5.9035 0.10
N -5.5859 -1.4798 -3.1959 -0.25
H -3.0500 1.2770 -0.5998 0.10
C 1.8189 -0.6017 2.8493 -0.03
H -3.5083 0.3647 1.6985 0.08
H -0.9883 -1.4741 -3.2242 0.11
H 1.0755 -1.3850 3.0230 0.08
N 6.7072 -1.2179 -3.4751 -0.27
H 8.3422 -0.2555 -4.3888 0.08
H 0.8089 3.2502 3.2374 0.13
C 2.0287 0.2004 5.2616 -0.06
H 2.4788 1.7873 2.1638 0.09
H -0.5311 1.6490 -1.2321 0.13
C 3.1466 -0.8617 -2.7596 -0.03
H -7.1941 -0.7429 -4.3370 0.08
H 2.6978 2.5726 3.7514 0.09
C 5.5298 -0.7652 -2.8964 -0.28
H -7.1107 -2.8175 -2.6515 0.08
C 0.7106 -0.0427 -1.5279 -0.10
H -5.6066 0.0347 -4.5633 0.09
C 2.7034 1.6119 3.2294 -0.05
C -0.6017 0.5502 -1.2388 -0.17
H 8.4261 -2.1595 -2.7207 0.08
H -3.4345 0.1615 5.5542 0.05
H -4.9930 0.9205 5.1524 0.10
H 1.8645 1.4807 -0.5859 0.12
H 4.4152 1.3391 -0.4839 0.10
H -3.2048 -2.3895 -3.9384 0.13
C -6.1173 -0.9212 -4.4180 -0.08
H 7.4088 -3.1802 -3.7875 0.08
H -3.2889 -0.8275 2.9971 0.08
P -0.9638 0.3486 4.6379 1.23
H -0.7226 0.2062 -0.2460 0.10
H 6.7160 0.3271 -4.8772 0.09
H -5.5206 -3.1615 -1.9492 0.09
H -5.2360 0.3284 -1.3508 0.12
H 1.3179 -0.5457 5.6488 0.06
H 2.8241 -1.0491 2.9293 0.11
C 1.8708 0.5685 -1.2049 -0.07
C -1.8958 -1.0292 -2.8067 -0.03
H -1.8135 3.6034 3.1585 0.13
C -3.9042 1.0491 5.1019 -0.06
C -4.3262 -0.9841 -2.7753 -0.27
C 7.3849 -2.4053 -2.9997 -0.08
H -3.7102 2.5823 1.9497 0.09
C -1.3048 2.6762 3.4710 -0.07
C -4.0596 2.5049 2.9933 -0.05
H 1.7104 -0.2519 1.8086 0.08
C -3.0639 0.4963 -1.3546 -0.07
C -4.2817 0.0047 -1.7718 -0.01
H 6.8470 -2.7918 -2.1211 0.09
C 7.3063 -0.5630 -4.6193 -0.08
C -3.7778 0.1150 2.7377 -0.04
H 3.7249 1.2127 3.2857 0.11
H 2.2152 -1.3259 -3.0621 0.10
C -3.1177 -1.5385 -3.2416 0.00
```

[6]
Here is a structure of composition C20H46AuO3P4S in a non-equilibrium geometry from the OMol25 dataset. Energies are from the ωB97M-V functional and the def2-TZVPD basis.

The multiplicity is 3. Its molar mass is 687.52 g mol⁻¹. The expectation value of S² is 2.0324. Its total charge is +3. Its energy above the lowest of the compared OMol25 structures with the same formula, charge and spin is 0.0 kJ/mol.

XYZ file:
```
75
Properties=species:S:1:pos:R:3:lowdin_spin:R:1
P 1.4895 1.4413 -0.9514 0.07
H 2.4401 1.8990 4.0626 0.00
C -0.0440 -0.9419 -4.2314 0.09
H 2.9259 -0.3544 -1.7227 0.01
S 0.6440 -1.7884 -1.7199 0.68
Au -0.1503 0.0953 0.1084 0.33
P 0.7195 0.4826 2.3187 0.10
H 0.9752 2.6906 4.7488 0.00
H 2.7209 3.4902 -0.7050 0.00
O 2.2558 0.0224 2.4255 0.04
H -2.5244 -1.6021 -1.7160 0.00
H -0.5539 -2.9369 1.8356 0.00
H -0.3556 0.7466 5.2975 0.00
H 0.7462 -4.8339 -2.2739 0.00
H -0.1777 -1.0360 5.4057 0.00
H 2.2829 -1.6611 3.6981 0.00
H -0.8529 -3.5403 0.1801 0.00
H 2.4363 -3.1408 -3.3899 0.00
H 0.0497 -5.7739 -0.8217 0.00
H -3.5551 -1.7739 2.3069 0.00
H 2.3110 -2.0514 1.9379 0.00
O -0.0564 -0.3170 3.4897 0.02
H -3.3709 2.6313 2.9593 0.00
C 1.7918 -4.6129 -0.4377 0.01
H -2.1476 -3.6271 1.4202 0.00
H 1.9649 3.5287 3.5085 0.00
H 1.2781 -0.0259 5.1299 0.00
C 2.0002 -2.4678 -5.4078 0.00
H -3.5180 -0.0453 1.8521 0.00
H -0.8548 -0.3960 -3.7505 0.00
C -2.8987 -0.9265 2.0618 0.01
C 1.0834 1.9464 -2.6431 0.02
H 1.0832 3.6277 0.0117 0.00
C 2.6590 -1.3513 2.7128 0.00
H 1.6664 2.8388 -2.9184 0.00
H 1.3091 1.1318 -3.3427 0.00
H -1.0232 4.5406 -0.1631 0.00
H -3.2375 1.4483 -0.9992 0.00
H 3.8265 1.1741 -1.4215 0.00
C -1.4142 4.3144 0.8379 0.00
H 3.3035 0.1402 -0.0481 0.00
H 0.0116 2.1761 -2.7198 0.00
P -2.3329 2.7731 0.8006 0.01
C 3.0386 0.5064 -1.0498 0.01
H 1.8655 -4.9046 0.6168 0.00
C 1.9583 2.9739 -0.1020 0.01
C 0.8034 -5.0793 -1.2104 0.01
H -0.5856 4.2142 1.5507 0.00
C 0.1991 -0.1272 4.9249 0.01
H 3.7531 -1.3364 2.7285 0.00
O 0.7510 2.0365 2.7687 0.02
C 1.1862 -1.6470 -6.2036 0.16
C -3.7182 2.8342 1.9379 0.00
H -3.6527 -2.4962 -0.6452 0.00
C 1.8232 -2.5070 -4.0292 0.11
C 0.1682 -0.8880 -5.6064 0.01
C -1.3047 -3.0315 1.0389 0.00
H -4.4840 2.0972 1.6635 0.00
C -2.9588 2.5028 -0.8612 0.01
H -1.4412 1.7031 1.1944 0.01
H 2.5678 -3.9418 -0.8268 0.00
P -1.9159 -1.3821 0.6102 0.07
H 2.3661 2.7620 0.8956 0.00
H -2.0663 5.1409 1.1559 0.00
H -3.7767 -0.7176 -0.7786 0.00
H -2.1930 2.7769 -1.6017 0.00
C -3.0773 -1.5664 -0.7665 0.03
H -2.2345 -0.7214 2.9133 0.00
H 1.3379 -1.6062 -7.2860 0.01
H 2.7721 -3.0844 -5.8692 0.00
H -0.4703 -0.2541 -6.2230 0.00
C 1.5883 2.5599 3.8486 0.00
H -4.1668 3.8362 1.9088 0.00
C 0.8088 -1.7231 -3.4179 0.13
H -3.8484 3.1353 -1.0062 0.00
```